# 1
{
  "formula": "C26H20IrN5O4S",
  "method": "the ωB97M-V functional and the def2-TZVPD basis",
  "symbols": ["Ir", "S", "O", "O", "O", "O", "N", "N", "N", "N", "N", "C", "C", "C", "C", "C", "C", "C", "C", "C", "C", "C", "C", "C", "C", "C", "C", "C", "C", "C", "C", "C", "C", "C", "C", "C", "C", "H", "H", "H", "H", "H", "H", "H", "H", "H", "H", "H", "H", "H", "H", "H", "H", "H", "H", "H", "H"],
  "coordinates": [[-0.015807, 0.310723, -0.916355], [0.514668, 3.423111, 0.298452], [1.998193, 0.610285, -0.671415], [-0.638842, 3.707967, 1.186775], [-1.965289, -0.023935, -1.008336], [4.492425, 0.816951, -1.328273], [0.155880, 0.253442, 1.000858], [1.430926, 0.306348, 1.528944], [2.307313, -5.095184, 0.695288], [-2.140202, -5.026152, 0.083861], [0.257827, -1.602952, -1.149811], [6.061058, 0.979281, 0.400186], [-0.860218, 0.155287, 1.786822], [-2.236623, 0.036969, 1.401452], [0.240563, -2.661186, -0.643684], [-2.715094, -0.064248, 0.069543], [0.505372, 2.319975, -2.324198], [5.404718, 0.835332, 2.712921], [1.104870, 4.996406, -0.337278], [-2.287125, 2.387316, -2.424129], [-0.233823, 2.790989, -1.225165], [-2.283824, 1.332151, -4.709240], [-1.625280, 2.815350, -1.282950], [2.316181, 0.512227, 0.602629], [3.732373, 0.670123, 0.971709], [4.092728, 0.679447, 2.324262], [-3.168012, -0.009368, 2.463908], [6.390314, 0.986206, 1.738717], [-0.173880, 1.837045, -3.435173], [-1.102185, -4.535654, -0.003679], [-1.579295, 1.876830, -3.503494], [1.351290, -4.562626, 0.338386], [4.734405, 0.819911, 0.001226], [-4.103095, -0.211835, -0.128570], [0.169955, -3.905839, -0.105164], [-4.975195, -0.250522, 0.928307], [-4.511196, -0.145852, 2.247604], [-6.034302, -0.366605, 0.736698], [-2.164373, 3.160269, -0.407804], [1.852847, 4.808416, -1.107948], [-4.449352, -0.305355, -1.149611], [-1.872541, 1.755643, -5.626248], [1.562542, 5.511903, 0.504822], [-2.157155, 0.249125, -4.761884], [-3.349928, 1.545940, -4.673239], [-2.789918, 0.065622, 3.476465], [-0.620834, 0.156393, 2.844874], [1.586909, 2.295397, -2.284114], [3.309155, 0.559693, 3.059057], [5.665330, 0.837314, 3.762088], [0.389957, 1.443967, -4.272435], [6.813392, 1.087696, -0.369373], [0.266002, 5.570005, -0.728735], [-5.199856, -0.181383, 3.079474], [7.425726, 1.106062, 2.030970], [-3.368731, 2.401618, -2.447529], [3.538318, 0.662535, -1.449004]],
  "forces_ev_per_a": [[0.63, 0.66, -0.61], [0.17, -0.08, 0.15], [-0.05, -0.10, -0.03], [0.06, 0.05, 0.03], [-0.21, 0.00, -0.22], [0.07, 0.01, 0.00], [-0.22, -0.17, 0.08], [0.03, 0.05, 0.00], [-0.01, 0.02, 0.00], [0.03, 0.01, -0.02], [-0.03, -0.20, 0.03], [0.01, 0.00, 0.00], [0.00, -0.07, 0.09], [-0.05, 0.00, 0.00], [-0.12, -0.06, 0.35], [0.08, -0.01, 0.03], [0.05, -0.31, 0.17], [-0.01, 0.00, 0.00], [-0.11, 0.00, -0.11], [0.01, 0.03, 0.12], [-0.13, -0.05, 0.40], [0.01, 0.01, 0.01], [-0.23, 0.15, -0.14], [0.01, -0.01, 0.06], [0.00, 0.00, -0.01], [0.01, 0.00, 0.00], [0.05, 0.00, -0.01], [0.00, 0.00, -0.01], [-0.25, -0.13, -0.14], [-0.06, 0.00, 0.01], [0.19, 0.00, -0.03], [0.03, -0.02, 0.02], [0.01, 0.00, -0.01], [0.03, -0.01, -0.03], [0.08, 0.04, -0.13], [0.02, 0.01, 0.04], [-0.05, -0.01, -0.02], [0.00, -0.01, 0.01], [0.01, 0.03, -0.02], [0.00, 0.01, 0.00], [0.00, 0.00, 0.01], [0.00, 0.00, 0.00], [0.00, 0.00, 0.00], [0.00, 0.00, 0.01], [0.00, 0.00, 0.00], [0.01, 0.00, 0.00], [0.02, 0.04, 0.00], [-0.01, 0.12, -0.06], [0.00, 0.00, 0.01], [0.00, 0.00, 0.00], [0.00, 0.01, 0.00], [0.00, 0.00, 0.00], [-0.01, 0.00, 0.00], [-0.01, 0.00, -0.01], [0.00, 0.00, 0.00], [0.00, 0.00, -0.01], [-0.01, 0.00, 0.00]],
  "nbo_charge": [1.244, 1.304, -0.756, -0.969, -0.717, -0.687, -0.211, -0.391, -0.317, -0.322, -0.497, -0.300, 0.164, -0.274, 0.520, 0.460, -0.232, -0.259, -0.824, -0.156, -0.385, -0.645, -0.155, 0.581, -0.260, -0.125, -0.116, -0.159, -0.260, 0.292, 0.057, 0.289, 0.427, -0.294, -0.518, -0.149, -0.270, 0.218, 0.272, 0.234, 0.221, 0.230, 0.250, 0.242, 0.226, 0.213, 0.228, 0.261, 0.234, 0.218, 0.238, 0.225, 0.238, 0.221, 0.216, 0.221, 0.505],
  "homo_ev": -8.25,
  "multiplicity": 1,
  "relative_energy_ev": 3.013,
  "e_lumo_ev": -1.71,
  "largest_force_ev_per_a": 1.097,
  "e_tot_ha": -2079.959165
}

***

# 2
{
  "formula": "C26H20N2O10STi",
  "method": "the ωB97M-V functional and the def2-TZVPD basis",
  "symbols": ["Ti", "S", "O", "O", "O", "O", "O", "O", "O", "O", "O", "O", "N", "N", "C", "C", "C", "C", "C", "C", "C", "C", "C", "C", "C", "C", "C", "C", "C", "C", "C", "C", "C", "C", "C", "C", "C", "C", "C", "C", "H", "H", "H", "H", "H", "H", "H", "H", "H", "H", "H", "H", "H", "H", "H", "H", "H", "H", "H", "H"],
  "coordinates": [[0.617346, -0.509003, -0.023195], [-0.020711, -0.324073, -2.498797], [2.006519, 0.510888, -0.641342], [5.397966, -3.290644, -5.216589], [-1.124123, -0.586523, 0.387731], [1.634321, -0.723002, 1.639443], [5.654140, -1.268352, -6.120990], [3.263143, 3.298923, -0.088996], [-0.339515, -6.889509, -0.118927], [2.963879, 0.784484, 3.986135], [3.841020, 3.354607, 2.787953], [0.682529, -2.299172, -0.245652], [-0.217748, 2.709596, -0.967434], [-0.071365, 1.544247, 1.003960], [-1.928700, -5.296942, 0.860747], [2.908642, 1.110240, 2.784208], [-1.364824, -7.832681, -0.249401], [-3.110883, -1.160312, 1.570946], [-2.271931, -3.983993, 1.089773], [1.963507, -0.080819, -4.363131], [2.351745, 0.359864, 1.666840], [3.100767, -0.481812, -5.021646], [-0.168531, -3.224147, 0.096367], [-0.811270, 3.825044, 1.084513], [3.306705, -2.338676, -3.512137], [3.365724, 2.389135, 2.190420], [2.515824, 1.063284, 0.452949], [-1.445216, -2.907739, 0.701316], [-0.699043, 2.534301, 3.090338], [4.972690, -2.153891, -5.308520], [-0.261235, 1.468893, 2.329967], [-0.985133, 3.736047, 2.455523], [2.192224, -1.921052, -2.835107], [3.801628, -1.635528, -4.625728], [3.088446, 2.355922, 0.690243], [-1.832992, -1.564577, 0.859170], [-0.336807, 2.703187, 0.387784], [1.479729, -0.781382, -3.246225], [0.131923, -4.566976, -0.150372], [-0.732272, -5.594852, 0.210669], [-0.911890, -8.711860, -0.711077], [3.419123, 0.083037, -5.893185], [-3.263447, -1.739329, 2.479457], [-2.171021, -7.453358, -0.889873], [5.273420, -0.390156, -6.009790], [-3.215298, -3.763148, 1.565095], [1.064319, -4.812389, -0.637766], [-0.798747, 2.434820, 4.158177], [-1.034599, 4.739801, 0.553003], [-3.978555, -1.293610, 0.922439], [-0.063657, 0.504474, 2.783463], [-2.598169, -6.080192, 1.187149], [3.852535, -3.215712, -3.196839], [0.270375, 1.904644, -1.362176], [-3.030769, -0.103373, 1.827737], [1.835079, -2.468280, -1.973653], [-0.050063, 3.597397, -1.408019], [1.427697, 0.800234, -4.688982], [-1.795995, -8.118226, 0.719469], [-1.343729, 4.586207, 3.020661]],
  "forces_ev_per_a": [[0.59, 1.18, -0.27], [-0.34, 0.09, -0.22], [1.11, 0.95, -1.19], [-0.26, 0.94, -0.15], [-2.05, 0.20, 0.46], [0.07, -0.29, 0.49], [-0.15, -0.38, 0.17], [-0.07, -0.56, 0.45], [0.12, 0.54, 0.15], [-0.09, -0.13, 0.38], [-0.18, -0.44, -0.38], [0.38, -1.65, -0.26], [0.10, -0.10, -0.12], [-0.16, 0.56, 0.27], [0.05, -0.53, -0.08], [0.01, -0.13, -0.06], [-0.14, -0.10, 0.00], [0.58, -0.02, -0.35], [0.18, 0.40, -0.07], [-0.08, 0.12, 0.23], [0.83, 1.27, -0.07], [0.44, -0.44, -0.14], [-0.89, -1.26, 0.26], [-0.04, 0.09, 0.57], [0.47, 0.09, -0.43], [0.25, 0.33, 0.90], [0.77, -0.11, 0.79], [0.35, -0.07, -0.17], [-0.05, -0.04, 0.13], [1.00, -0.70, -0.42], [-0.10, 0.21, -0.15], [0.16, -0.11, -0.60], [-0.13, 0.08, 0.05], [-0.93, 0.35, 0.56], [-0.16, 0.50, -0.99], [-1.25, -0.64, 0.70], [-0.11, -0.15, -0.01], [-0.09, -0.17, -0.29], [0.06, 0.08, 0.05], [-0.08, 0.02, -0.07], [-0.09, 0.01, 0.05], [-0.04, 0.04, -0.02], [-0.06, -0.05, 0.10], [0.03, -0.06, 0.03], [-0.03, -0.01, 0.07], [-0.11, -0.01, 0.05], [0.09, 0.02, -0.04], [0.00, -0.09, 0.12], [0.01, 0.00, -0.08], [-0.19, -0.03, -0.03], [0.09, 0.05, -0.01], [-0.03, -0.06, -0.03], [-0.02, -0.11, 0.05], [-0.04, 0.33, -0.15], [-0.04, -0.04, 0.00], [0.08, 0.00, -0.13], [0.12, -0.07, 0.00], [-0.03, 0.02, -0.02], [0.04, -0.01, -0.07], [0.02, 0.06, 0.00]],
  "nbo_charge": [1.539, -0.267, -0.683, -0.607, -0.681, -0.697, -0.701, -0.615, -0.513, -0.684, -0.592, -0.678, -0.802, -0.501, -0.347, 0.270, -0.242, -0.673, -0.188, -0.277, 0.290, -0.125, 0.372, -0.317, -0.130, 0.342, 0.051, -0.226, -0.307, 0.778, 0.077, -0.152, -0.249, -0.292, 0.400, 0.376, 0.424, -0.076, -0.284, 0.259, 0.180, 0.171, 0.203, 0.172, 0.479, 0.194, 0.215, 0.212, 0.201, 0.201, 0.227, 0.198, 0.220, 0.434, 0.229, 0.246, 0.381, 0.211, 0.157, 0.198],
  "charge": -2,
  "homo_ev": [0.47, -1.91],
  "multiplicity": 3,
  "relative_energy_ev": 2.324,
  "s_squared": 2.064,
  "e_lumo_ev": [4.14, 4.13],
  "largest_force_ev_per_a": 2.110,
  "e_tot_ha": -3112.529123
}